Record 1
A cluster of 5 separate species, C12H20N4O in total at a distorted geometry, computed with wB97M-V/def2-TZVPD.

The geometry in XYZ format:
```
37
Properties=species:S:1:pos:R:3:forces:R:3:nbo_charge:R:1
C 4.212989 4.577170 -16.878581 -0.529 -1.248 1.321 -0.422
C 4.540573 5.771740 -15.946225 0.159 -1.528 0.268 -0.440
C 3.141014 6.124090 -15.426549 0.674 0.263 0.978 -0.092
O 2.171801 5.140841 -15.874784 0.649 0.586 -0.413 -0.527
C 2.948580 3.953173 -16.131937 0.603 1.474 -0.965 -0.074
H 4.967182 3.790269 -16.886546 0.451 0.235 -0.165 0.194
H 3.927424 4.807136 -17.905070 -0.024 0.228 0.142 0.213
H 5.132153 6.626505 -16.274127 -0.468 -0.033 -0.809 0.218
H 5.178376 5.400137 -15.144212 -0.214 -0.207 0.168 0.203
H 3.102419 7.180071 -15.693983 -1.781 -0.114 -0.657 0.191
H 3.097310 6.138998 -14.337523 0.168 -0.188 0.159 0.179
H 2.437733 3.219880 -16.755957 -0.450 0.485 -0.260 0.187
H 3.108428 3.423166 -15.192983 0.745 0.175 0.232 0.176
C 7.693384 5.097037 -9.919018 0.433 0.355 3.998 -0.730
C 6.843258 4.370136 -8.912791 -1.381 -0.865 0.806 0.309
N 6.138597 3.864892 -8.119588 1.847 1.208 -1.994 -0.394
H 7.062654 5.618727 -10.638827 0.899 0.009 1.463 0.320
H 8.422877 4.423915 -10.369401 -0.252 0.153 -0.118 0.234
H 8.201400 5.804164 -9.263277 0.573 0.128 -0.032 0.225
C 6.421702 3.218243 -13.868243 -0.348 1.408 0.884 -0.744
C 6.455295 4.201264 -12.825507 0.985 0.517 1.100 0.402
N 6.606892 4.883903 -11.909723 -2.496 -0.609 -4.248 -0.465
H 7.391262 3.036817 -14.332077 -0.533 0.674 0.955 0.288
H 5.696495 3.635211 -14.567044 0.084 -0.663 -0.420 0.234
H 5.980125 2.380109 -13.329127 0.665 -0.210 -0.967 0.288
C 6.990585 1.760748 -18.177164 -0.129 -0.191 -0.345 -0.727
C 7.182853 1.789339 -16.738171 0.109 0.393 1.430 0.333
N 7.332351 1.830349 -15.588644 0.444 -1.914 -3.258 -0.375
H 7.643010 2.466412 -18.691450 0.131 -0.103 0.172 0.262
H 5.968309 2.014551 -18.457608 -0.038 -0.033 0.214 0.259
H 7.194143 0.744396 -18.514322 0.056 0.090 -0.179 0.259
C 4.061793 -0.713292 -12.383491 -0.493 0.422 0.411 -0.727
C 4.186193 0.745004 -12.453010 1.380 5.458 -1.816 0.336
N 4.400477 1.920470 -12.605606 -2.196 -6.183 1.471 -0.377
H 3.809428 -1.245167 -13.300843 0.245 0.607 -0.334 0.259
H 3.188258 -0.857196 -11.747621 0.363 -0.546 0.497 0.261
H 5.008081 -1.093960 -11.999137 -0.329 -0.233 0.311 0.264
```
Positions in Å, forces in eV/Å.

**LUMO**: 0.24 eV
**Gap between HOMO and LUMO**: 9.920 eV
**Relative energy (zero: lowest compared OMol25 entry of this formula, charge and spin)**: 0.00 kcal per mole

Record 2
A structure of composition C12H20N4O3 at a distorted geometry, computed with wB97M-V/def2-TZVPD.

The geometry in XYZ format:
```
39
Properties=species:S:1:pos:R:3:forces:R:3:nbo_charge:R:1
C 1.335426 -0.615242 0.215156 0.554 1.029 -0.225 -0.152
C 1.057862 0.622445 1.245242 0.967 -1.489 -2.685 0.697
C 2.637684 -1.238727 0.676412 -2.992 -3.760 2.826 -0.467
C 3.705297 -0.488026 0.287778 4.846 4.385 -3.524 0.080
C 4.083036 0.845140 0.591536 0.195 -0.567 -0.299 -0.117
C 5.092743 0.158243 -1.331961 -2.769 -1.169 1.341 0.161
C -1.147813 0.631506 -0.059967 -0.984 2.151 0.351 -0.132
C -2.007346 1.772546 -0.815385 -0.335 -7.431 -3.946 0.791
C -2.320735 -0.355038 0.442583 -0.244 1.888 0.531 -0.282
C -3.263147 0.491934 1.331181 -1.760 3.214 0.429 -0.612
C -3.043944 -1.146284 -0.618513 1.734 1.172 -4.732 -0.476
C -4.091253 -2.208462 -0.148660 2.246 0.350 0.424 -0.653
H 2.522597 -0.481263 -1.512192 -4.608 0.140 0.090 0.429
H 0.518490 -1.420515 -1.845187 2.806 3.732 2.742 0.364
H 0.659632 -1.314580 0.485483 -2.662 -2.200 1.154 0.195
H 2.438650 -1.036229 1.742911 0.813 -1.253 0.064 0.258
H 2.804645 -2.388016 0.408097 -0.727 2.535 0.594 0.241
H 3.628836 1.488055 1.424965 1.589 -0.882 -1.822 0.290
H 5.551453 0.321659 -2.299481 0.209 -0.475 0.237 0.202
H 5.642391 1.995487 -0.732619 -2.115 -1.274 1.646 0.432
H -0.451928 1.877915 1.658727 -0.181 0.670 0.529 0.403
H -0.407730 0.337718 -0.850395 -1.200 -0.309 0.462 0.322
H -1.731069 -1.021403 1.026277 0.078 -0.979 0.977 0.208
H -3.392351 1.645631 0.671467 -0.663 -3.733 2.240 0.192
H -2.629884 0.887533 2.191861 -1.262 -0.752 -0.536 0.206
H -4.528673 0.039600 1.809512 4.449 1.344 -1.829 0.249
H -3.267759 -0.414453 -1.611829 -0.051 -2.150 3.091 0.280
H -2.084066 -1.652746 -1.032632 -1.771 -0.149 0.175 0.190
H -3.394462 -2.217799 1.025342 -3.286 -1.428 -2.954 0.212
H -5.331371 -1.758352 -0.099769 4.136 -1.845 -0.079 0.250
H -3.731342 -3.191734 -1.009208 -2.087 2.699 3.291 0.250
H -2.380824 3.411485 -1.341580 0.286 -0.282 1.083 0.518
N 1.138328 -0.375922 -1.218132 3.627 -3.047 -3.117 -0.915
N 4.280943 -0.878571 -0.945864 1.482 2.004 -0.137 -0.510
N 4.958883 1.198773 -0.473620 1.565 0.788 -0.523 -0.524
N -0.156502 1.132995 1.073887 -2.771 -0.530 -1.879 -0.616
O 1.932757 0.973572 2.016523 -1.561 0.328 0.826 -0.648
O -2.682820 1.405116 -1.820778 1.795 0.843 2.175 -0.675
O -1.944639 2.966021 -0.557156 0.650 6.433 1.010 -0.639
```
Positions in Å, forces in eV/Å.

**LUMO**: 0.52 eV
**Gap between HOMO and LUMO**: 8.927 eV
**Relative energy (zero: lowest compared OMol25 entry of this formula, charge and spin)**: 304.63 kcal per mole

Record 3
An isolated molecule of C12H20N4O3 at a distorted geometry, computed with wB97M-V/def2-TZVPD.

The geometry in XYZ format:
```
39
Properties=species:S:1:pos:R:3:forces:R:3:nbo_charge:R:1
C 2.889332 0.576407 -2.019266 0.649 0.751 -1.248 -0.633
C 1.560344 1.254857 -2.421921 -0.153 -0.765 0.571 -0.388
C 0.885221 2.237300 -1.470321 -1.399 0.138 -1.688 -0.212
C 1.755772 3.453822 -1.277806 0.925 2.095 -0.448 -0.623
C 0.427943 1.574911 -0.213241 0.971 0.234 1.908 -0.193
N -0.171085 0.275143 -0.317645 -0.119 0.080 -0.795 -0.620
C 0.376778 -0.807202 0.261500 -0.239 -2.001 -0.779 0.697
O 1.415189 -0.782743 0.879569 0.565 0.251 0.614 -0.647
C -0.250769 -2.240489 0.004184 -1.258 1.001 -2.011 -0.111
N 0.653494 -3.111181 -0.707395 3.462 -0.387 -0.459 -0.846
C -0.709946 -2.865884 1.291925 0.724 -0.208 0.407 -0.431
C -1.866269 -2.142537 1.834430 1.816 -1.213 -0.464 0.101
C -3.003812 -2.658827 2.268401 -3.207 0.261 1.345 -0.104
N -3.795020 -1.510462 2.597814 2.159 -0.663 0.049 -0.521
C -2.966367 -0.434148 2.455487 -0.298 -1.139 -0.883 0.204
N -1.812028 -0.815019 1.936069 -0.830 2.191 0.714 -0.528
C -0.467694 2.444863 0.661712 -1.267 1.574 -0.116 0.781
O -0.691056 3.622723 0.473382 0.620 -0.706 -0.110 -0.590
O -1.130048 1.822782 1.643172 0.989 -1.264 -0.237 -0.704
H 3.050554 -0.211340 -2.785825 0.325 0.556 0.324 0.210
H 3.761819 1.305961 -2.031273 -1.017 -0.944 -0.012 0.208
H 2.896895 0.044094 -1.082491 -0.311 0.089 0.560 0.225
H 0.848103 0.464190 -2.666579 -0.048 -0.105 0.084 0.192
H 1.649781 1.813240 -3.331115 0.525 0.187 -0.729 0.207
H -0.059705 2.534308 -2.005442 0.751 0.071 0.271 0.203
H 2.405434 3.631561 -2.216766 -1.365 -0.041 1.136 0.208
H 2.546139 3.270219 -0.538839 -0.328 0.008 0.280 0.207
H 1.190511 4.426203 -0.982927 1.011 -1.876 -0.570 0.253
H 1.347345 1.421034 0.374027 -0.229 -0.152 0.153 0.261
H -1.006119 0.180321 -0.867076 -0.167 -0.179 0.039 0.407
H -1.173076 -2.240641 -0.651801 0.752 0.675 0.570 0.189
H 1.635947 -3.017404 -0.289433 -1.862 -0.271 -0.551 0.373
H 0.838315 -3.007690 -1.747004 -0.995 0.455 1.819 0.377
H 0.103778 -2.857435 2.017252 0.189 -0.058 0.029 0.231
H -0.981408 -3.886176 1.090040 0.009 -0.514 -0.088 0.229
H -3.328125 -3.673697 2.543492 0.158 0.751 -0.604 0.227
H -4.657793 -1.514092 3.080410 -0.718 -0.003 0.336 0.416
H -3.273453 0.577260 2.609826 -0.075 0.339 0.157 0.219
H -0.894921 0.845764 1.601474 -0.712 0.784 0.427 0.526
```
Positions in Å, forces in eV/Å.

**LUMO**: 0.58 eV
**Gap between HOMO and LUMO**: 9.729 eV
**Relative energy (zero: lowest compared OMol25 entry of this formula, charge and spin)**: 30.26 kcal per mole

Record 4
A structure of composition C12H20N4O3PSScTe, computed with wB97M-V/def2-TZVPD.

The geometry in XYZ format:
```
43
Properties=species:S:1:pos:R:3:forces:R:3:nbo_charge:R:1
Sc 0.468735 -0.586189 -0.223665 -0.265 0.751 -0.106 1.508
C -1.427844 -4.146643 -2.350806 0.007 0.029 0.011 -0.708
C -0.775420 -2.865650 -1.951789 -0.003 -0.020 -0.022 0.353
N -0.202300 -2.678027 -0.816966 0.057 -0.031 -0.012 -0.349
N -0.112966 -3.688987 0.099956 0.066 0.094 0.039 -0.417
C 0.732033 -3.533534 1.148874 -0.014 -0.064 -0.032 0.355
N 0.835535 -4.546669 1.989052 0.038 0.041 0.016 -0.715
S 1.657006 -2.120346 1.402812 -0.046 -0.100 0.056 -0.150
C -0.688537 -1.699671 -2.874713 -0.015 -0.088 0.004 0.142
C -1.181536 -1.730958 -4.160284 0.018 0.038 0.008 -0.184
C -1.013148 -0.610282 -4.975213 -0.010 -0.027 0.003 -0.096
C -0.365306 0.497712 -4.473142 -0.011 0.005 -0.027 -0.205
C 0.098133 0.459828 -3.164717 0.004 0.021 0.050 0.104
N -0.050576 -0.610708 -2.384679 -0.028 -0.058 -0.062 -0.559
H -1.970398 -4.592032 -1.516007 -0.025 0.003 -0.013 0.244
H -0.677370 -4.860974 -2.701780 0.013 0.011 0.003 0.277
H -2.146878 -3.999427 -3.149299 -0.007 -0.014 0.000 0.267
H -0.534608 -4.586118 -0.097365 -0.012 -0.007 -0.025 0.415
H 0.315342 -5.405960 1.893166 -0.004 0.000 -0.005 0.424
H 1.461653 -4.465637 2.775895 -0.005 -0.012 0.009 0.448
H -1.682679 -2.605930 -4.543912 -0.004 0.011 -0.026 0.246
H -1.389184 -0.617400 -5.989400 -0.001 -0.004 0.003 0.259
H -0.215968 1.384418 -5.072045 0.005 0.004 0.011 0.263
H 0.598445 1.311509 -2.721017 0.004 0.005 -0.001 0.240
C 0.119852 5.762392 1.250159 -0.045 -0.025 -0.007 -0.633
C 0.747468 4.437066 0.923899 0.066 -0.008 0.027 -0.056
O -0.316024 3.404830 0.984822 -0.201 0.117 -0.102 -0.832
P -0.021243 1.892507 1.060646 0.070 -0.401 -0.101 2.093
O 0.921287 1.388256 -0.068642 -0.026 -0.520 0.192 -1.141
Te -1.943806 0.453929 0.880497 0.304 0.075 0.014 -0.243
O 0.784651 1.552137 2.365393 0.122 0.114 0.141 -0.839
C 0.253896 1.784152 3.712560 -0.047 0.082 -0.049 -0.064
C 1.250963 1.254073 4.705614 0.021 -0.013 -0.011 -0.630
H 0.883267 6.537494 1.183577 -0.004 0.007 0.004 0.244
H -0.289678 5.766994 2.259004 0.011 0.002 0.004 0.227
H -0.675344 5.998129 0.544988 0.009 0.011 -0.002 0.232
H 1.524836 4.157333 1.635073 -0.011 -0.004 0.010 0.195
H 1.154540 4.404298 -0.084584 -0.012 -0.009 -0.006 0.201
H -0.708701 1.274132 3.782280 -0.002 -0.012 0.002 0.198
H 0.097141 2.856740 3.828620 -0.008 0.000 -0.010 0.198
H 1.396161 0.181432 4.582036 -0.018 -0.005 -0.003 0.216
H 0.876114 1.437679 5.712200 0.019 -0.011 0.010 0.244
H 2.212453 1.754104 4.598904 -0.009 0.013 0.009 0.229
```
Positions in Å, forces in eV/Å.

**LUMO**: -7.38 eV
**Net charge**: +2
**Gap between HOMO and LUMO**: 6.751 eV
**Relative energy (zero: lowest compared OMol25 entry of this formula, charge and spin)**: 0.00 kcal per mole